Entry 1:
Below is a structure of composition C23H37AsCoNO4S, with properties calculated with the ωB97M-V functional and the def2-TZVPD basis.

Properties
**ΔE to the lowest compared entry with this formula, charge and spin**: 4.2 kcal per mole
**Largest force on an atom**: 0.7 eV/A
**Multiplicity**: 2
**Net charge**: +1
**Orbital gap (spin up / spin down)**: 8.188 / 8.162 eV

CARTESIAN COORDINATES (ANGSTROEM)
1 Co 0.477 1.033 1.227
2 C -1.874 2.364 2.799
3 C -1.423 1.127 3.568
4 O -0.921 0.104 2.717
5 C -1.853 -0.755 2.065
6 C -2.432 -0.127 0.814
7 O -1.354 0.374 0.048
8 C -1.729 1.218 -1.025
9 C -0.467 1.855 -1.571
10 O 0.344 2.430 -0.545
11 C 0.011 3.730 -0.081
12 C -1.126 3.715 0.936
13 O -0.937 2.562 1.748
14 H -1.883 3.228 3.472
15 H -2.878 2.258 2.378
16 H -2.236 0.750 4.193
17 H -0.582 1.386 4.210
18 H -2.654 -1.043 2.751
19 H -1.277 -1.641 1.799
20 H -3.125 0.686 1.053
21 H -2.986 -0.882 0.244
22 H -2.445 1.965 -0.667
23 H -2.214 0.636 -1.815
24 H -0.720 2.605 -2.324
25 H 0.155 1.083 -2.021
26 H -0.235 4.391 -0.915
27 H 0.920 4.096 0.396
28 H -2.112 3.672 0.465
29 H -1.086 4.623 1.547
30 S 4.381 -0.888 1.461
31 C 3.410 -1.990 0.598
32 C 2.131 -1.543 0.421
33 C 1.892 -0.260 1.000
34 C 3.046 0.186 1.600
35 C 3.044 1.423 2.346
36 C 4.131 1.974 3.023
37 C 3.962 3.144 3.731
38 C 2.710 3.750 3.758
39 C 1.683 3.154 3.058
40 N 1.834 2.023 2.362
41 H 3.835 -2.920 0.253
42 H 1.419 -2.158 -0.107
43 H 5.089 1.475 2.986
44 H 4.795 3.584 4.263
45 H 2.532 4.663 4.307
46 H 0.694 3.593 3.050
47 C 1.434 -1.564 -4.247
48 C 0.913 -2.709 -3.384
49 As -0.368 -2.032 -2.060
50 C -0.861 -3.682 -1.076
51 C -0.394 -5.011 -1.660
52 C -1.968 -1.889 -3.215
53 C -2.364 -3.104 -4.042
54 H 2.167 -1.918 -4.973
55 H 1.915 -0.798 -3.635
56 H 0.627 -1.086 -4.807
57 H 1.732 -3.171 -2.829
58 H 0.461 -3.489 -3.997
59 H -1.951 -3.661 -0.991
60 H -0.471 -3.571 -0.061
61 H -0.765 -5.166 -2.672
62 H -0.743 -5.844 -1.047
63 H 0.694 -5.069 -1.698
64 H -1.803 -1.021 -3.861
65 H -2.784 -1.613 -2.539
66 H -1.583 -3.382 -4.750
67 H -3.269 -2.904 -4.619
68 H -2.566 -3.969 -3.409


Entry 2:
Below is a cluster of 2 separate species, C4H12 in total, with properties calculated with the ωB97M-V functional and the def2-TZVPD basis.

Properties
**ΔE to the lowest compared entry with this formula, charge and spin**: 6.1 kcal per mole
**Largest force on an atom**: 1.2 eV/A
**Multiplicity**: 1
**Net charge**: 0
**SMILES**: CC.CC
**Orbital gap**: 12.803 eV

CARTESIAN COORDINATES (ANGSTROEM)
1 C 1.667 -0.812 2.203
2 C 1.455 0.167 1.052
3 H 2.650 -1.271 2.104
4 H 1.619 -0.301 3.165
5 H 0.922 -1.606 2.271
6 H 1.721 1.175 1.387
7 H 2.106 -0.036 0.203
8 H 0.432 0.256 0.696
9 C -1.283 0.328 -2.347
10 C -1.845 0.301 -0.908
11 H -0.377 0.933 -2.336
12 H -1.120 -0.679 -2.716
13 H -1.971 0.832 -3.026
14 H -2.936 0.336 -0.867
15 H -1.543 1.163 -0.317
16 H -1.491 -0.639 -0.488


Entry 3:
Below is a cluster of 3 separate species, C33H68N3O9S2 in total, with properties calculated with the ωB97M-V functional and the def2-TZVPD basis.

Properties
**Largest force on an atom**: 0.6 eV/A
**Multiplicity**: 2
**Net charge**: 0
**Orbital gap (spin up / spin down)**: 8.311 / 8.878 eV

CARTESIAN COORDINATES (ANGSTROEM)
1 C 1.344 1.150 4.980
2 C 2.070 0.635 3.728
3 C 2.094 1.628 2.552
4 C 1.956 0.930 1.199
5 C 0.524 0.433 0.913
6 C -0.056 0.821 -0.460
7 S 1.191 0.151 -1.684
8 C 0.242 -0.971 -2.739
9 C 1.168 -1.694 -3.682
10 O 2.349 -1.539 -3.799
11 O 0.448 -2.585 -4.408
12 C 1.158 -3.703 -4.936
13 C 1.386 -4.794 -3.875
14 C 2.750 -4.735 -3.176
15 O 0.326 -4.660 -2.907
16 C 0.020 -5.751 -2.199
17 O 0.382 -6.861 -2.479
18 C -0.815 -5.465 -0.968
19 S -1.941 -4.041 -1.027
20 C -1.442 0.204 -0.670
21 C -2.657 0.920 -0.041
22 C -2.832 0.674 1.478
23 C -3.899 0.349 -0.726
24 N -2.573 2.379 -0.352
25 O -3.127 2.718 -1.454
26 C -1.294 3.102 -0.060
27 C -1.383 4.484 -0.711
28 C -1.092 3.350 1.438
29 C -0.129 2.336 -0.715
30 H 0.826 0.343 5.499
31 H 2.035 1.604 5.691
32 H 0.597 1.902 4.717
33 H 3.104 0.403 3.993
34 H 1.601 -0.296 3.401
35 H 3.029 2.189 2.567
36 H 1.278 2.347 2.675
37 H 2.624 0.065 1.199
38 H 2.312 1.587 0.402
39 H 0.511 -0.659 0.948
40 H -0.138 0.769 1.712
41 H -0.299 -1.734 -2.181
42 H -0.477 -0.423 -3.349
43 H 0.543 -4.082 -5.748
44 H 2.116 -3.388 -5.350
45 H 1.282 -5.752 -4.385
46 H 2.632 -4.662 -2.096
47 H 3.324 -5.639 -3.380
48 H 3.335 -3.884 -3.516
49 H -0.139 -5.300 -0.129
50 H -1.401 -6.360 -0.778
51 H -2.941 -4.676 -1.651
52 H -1.659 0.132 -1.733
53 H -1.439 -0.817 -0.274
54 H -2.904 1.603 2.036
55 H -3.766 0.143 1.653
56 H -2.038 0.060 1.898
57 H -4.079 -0.653 -0.332
58 H -4.776 0.958 -0.514
59 H -3.775 0.274 -1.804
60 H -2.336 4.953 -0.472
61 H -0.577 5.104 -0.317
62 H -1.285 4.430 -1.792
63 H -0.129 3.846 1.568
64 H -1.066 2.452 2.043
65 H -1.870 4.016 1.813
66 H -0.221 2.478 -1.794
67 H 0.807 2.817 -0.420
68 C 9.863 4.508 1.479
69 O 9.692 3.938 2.760
70 C 9.540 4.883 3.812
71 C 8.152 4.808 4.408
72 N 7.153 5.284 3.464
73 C 5.772 5.085 3.882
74 C 5.278 3.653 4.051
75 O 5.209 2.921 2.842
76 C 6.396 2.264 2.443
77 H 10.077 3.691 0.792
78 H 8.966 5.034 1.134
79 H 10.702 5.210 1.464
80 H 9.745 5.895 3.448
81 H 10.274 4.643 4.586
82 H 8.119 5.437 5.304
83 H 7.985 3.770 4.728
84 H 7.299 4.824 2.574
85 H 5.129 5.570 3.143
86 H 5.619 5.612 4.830
87 H 4.253 3.701 4.431
88 H 5.868 3.096 4.791
89 H 6.992 1.953 3.306
90 H 7.019 2.887 1.795
91 H 6.104 1.378 1.878
92 C -6.663 -3.169 -5.054
93 O -7.782 -3.518 -4.267
94 C -7.667 -4.764 -3.592
95 C -7.606 -4.562 -2.094
96 N -6.360 -3.918 -1.707
97 C -6.286 -3.518 -0.308
98 C -7.260 -2.455 0.191
99 O -7.050 -1.181 -0.383
100 C -7.723 -0.926 -1.600
101 H -6.923 -2.262 -5.597
102 H -5.771 -2.974 -4.447
103 H -6.422 -3.955 -5.777
104 H -6.781 -5.306 -3.940
105 H -8.550 -5.361 -3.836
106 H -7.668 -5.539 -1.603
107 H -8.496 -3.988 -1.801
108 H -6.220 -3.102 -2.290
109 H -5.275 -3.143 -0.128
110 H -6.407 -4.412 0.314
111 H -7.084 -2.337 1.264
112 H -8.308 -2.756 0.070
113 H -8.683 -1.448 -1.645
114 H -7.129 -1.213 -2.473
115 H -7.902 0.148 -1.655


Entry 4:
Below is a cluster of 3 separate species, C9H23INO9P2S3 in total, with properties calculated with the ωB97M-V functional and the def2-TZVPD basis.

Properties
**Largest force on an atom**: 0.6 eV/A
**Multiplicity**: 1
**Net charge**: -1
**Orbital gap**: 5.045 eV

CARTESIAN COORDINATES (ANGSTROEM)
1 N 3.556 -2.510 2.898
2 C 3.027 -1.655 2.115
3 C 3.551 -0.298 1.756
4 P 3.377 0.174 -0.131
5 C 1.637 1.004 -0.028
6 C 0.707 0.727 1.146
7 C -0.694 1.303 0.877
8 S -1.683 1.643 2.367
9 P 4.487 2.286 0.115
10 O 6.016 1.843 0.627
11 I 3.604 3.432 2.166
12 H 4.428 -2.127 3.272
13 H 2.102 -1.978 1.628
14 H 3.168 0.454 2.452
15 H 4.640 -0.344 1.911
16 H 4.734 -0.353 -0.328
17 H 3.362 0.591 -1.558
18 H 2.764 -1.077 -0.453
19 H 1.737 2.094 -0.148
20 H 1.165 0.650 -0.958
21 H 1.099 1.211 2.047
22 H 0.611 -0.348 1.326
23 H -1.283 0.604 0.280
24 H -0.600 2.234 0.312
25 H -0.695 1.465 3.248
26 H 6.107 1.885 1.586
27 C -6.251 1.414 0.038
28 C -5.319 2.565 0.360
29 O -4.041 2.093 -0.085
30 S -4.205 1.184 -1.375
31 O -3.979 1.937 -2.555
32 O -3.516 -0.038 -1.165
33 O -5.779 0.943 -1.234
34 H -6.167 0.608 0.769
35 H -7.288 1.718 -0.067
36 H -5.250 2.785 1.421
37 H -5.580 3.468 -0.195
38 C -0.794 -2.282 -3.080
39 C -1.269 -2.576 -1.671
40 O -0.513 -3.741 -1.303
41 S 0.950 -3.659 -1.936
42 O 1.839 -3.083 -1.001
43 O 1.221 -4.899 -2.573
44 O 0.614 -2.545 -3.031
45 H -1.256 -2.950 -3.809
46 H -0.944 -1.246 -3.373
47 H -2.326 -2.812 -1.614
48 H -1.036 -1.764 -0.983


Entry 5:
Below is a cluster of 2 separate species, HINO in total, with properties calculated with the ωB97M-V functional and the def2-TZVPD basis.

Properties
**ΔE to the lowest compared entry with this formula, charge and spin**: 81.7 kcal per mole
**Largest force on an atom**: 3.8 eV/A
**Multiplicity**: 1
**Net charge**: -1
**Orbital gap (spin up / spin down)**: 6.501 / 6.498 eV

CARTESIAN COORDINATES (ANGSTROEM)
1 N 0.125 -0.096 0.741
2 O 0.985 -0.431 -1.103
3 I -0.206 -1.892 1.537
4 H 0.781 0.425 -0.889


Entry 6:
Below is a cluster of 11 separate species, C31H88F3N7O15S in total, with properties calculated with the ωB97M-V functional and the def2-TZVPD basis.

Properties
**Largest force on an atom**: 3.1 eV/A
**Multiplicity**: 2
**Net charge**: +1
**Orbital gap (spin up / spin down)**: 7.518 / 2.373 eV

CARTESIAN COORDINATES (ANGSTROEM)
1 N -6.729 8.517 10.813
2 H -7.355 7.731 10.712
3 H -6.224 8.357 11.673
4 H -7.319 9.334 10.877
5 H -6.122 8.683 10.023
6 C -10.513 12.326 11.574
7 F -11.053 13.490 11.185
8 F -9.940 12.388 12.835
9 F -11.445 11.365 11.427
10 S -8.975 11.829 10.431
11 O -9.619 11.722 9.110
12 O -8.092 12.979 10.426
13 O -8.382 10.558 10.908
14 C -9.225 8.824 7.090
15 C -7.876 9.445 6.747
16 O -7.115 9.937 7.830
17 O -10.097 9.897 7.281
18 H -9.195 8.175 7.965
19 H -9.597 8.262 6.233
20 H -7.933 10.279 6.047
21 H -7.349 8.663 6.202
22 H -7.173 10.879 8.003
23 H -9.702 10.464 7.948
24 C -10.554 15.906 6.820
25 C -10.274 14.835 7.920
26 O -10.066 13.548 7.346
27 O -10.995 17.110 7.362
28 H -11.261 15.473 6.111
29 H -9.646 16.128 6.260
30 H -11.066 14.769 8.666
31 H -9.389 15.229 8.419
32 H -9.786 12.931 8.025
33 H -11.209 17.629 6.584
34 C -8.466 15.242 13.073
35 C -7.077 14.578 12.964
36 O -6.633 14.822 11.658
37 O -8.429 16.695 13.212
38 H -8.835 14.850 14.021
39 H -9.162 14.905 12.305
40 H -7.088 13.516 13.210
41 H -6.392 15.034 13.678
42 H -6.996 14.104 11.135
43 H -8.032 17.088 12.430
44 C -12.485 18.887 12.217
45 C -11.822 17.809 11.398
46 C -12.764 16.597 11.099
47 O -12.966 15.842 12.311
48 C -13.791 14.740 12.163
49 N -11.433 18.396 10.212
50 H -13.239 19.438 11.655
51 H -11.782 19.614 12.624
52 H -12.896 18.318 13.051
53 H -10.935 17.366 11.851
54 H -12.307 15.918 10.379
55 H -13.742 16.991 10.820
56 H -13.641 14.221 11.216
57 H -14.785 15.149 11.980
58 H -13.901 13.992 12.947
59 H -10.548 18.869 10.324
60 H -11.409 17.781 9.411
61 C -16.209 7.048 9.419
62 C -16.420 8.301 10.247
63 C -15.050 8.782 10.932
64 O -15.450 9.635 12.069
65 C -14.401 9.646 13.063
66 N -17.080 9.308 9.518
67 H -16.243 6.151 10.036
68 H -15.273 7.141 8.867
69 H -16.966 6.850 8.660
70 H -17.099 8.124 11.081
71 H -14.521 9.493 10.297
72 H -14.523 7.907 11.314
73 H -13.527 10.166 12.673
74 H -14.140 8.640 13.392
75 H -14.799 10.309 13.832
76 H -16.537 9.451 8.678
77 H -16.885 10.140 10.057
78 C -5.738 12.540 5.534
79 C -6.081 13.573 6.577
80 C -6.743 14.936 6.017
81 O -5.839 15.701 5.313
82 C -6.375 16.852 4.603
83 N -7.001 13.033 7.535
84 H -4.869 12.857 4.958
85 H -6.540 12.273 4.845
86 H -5.254 11.658 5.952
87 H -5.152 13.734 7.124
88 H -6.979 15.593 6.854
89 H -7.654 14.575 5.540
90 H -7.129 16.491 3.903
91 H -5.555 17.305 4.046
92 H -6.802 17.670 5.183
93 H -6.958 13.675 8.313
94 H -7.922 13.124 7.130
95 C -9.656 6.281 12.154
96 C -9.954 7.776 11.770
97 C -11.471 8.013 11.783
98 O -12.175 7.225 10.816
99 C -11.964 7.477 9.482
100 N -9.318 8.552 12.792
101 H -10.159 5.772 12.977
102 H -8.591 6.128 12.331
103 H -9.760 5.671 11.257
104 H -9.461 7.973 10.818
105 H -11.733 9.069 11.705
106 H -11.950 7.722 12.718
107 H -10.967 7.132 9.207
108 H -12.020 8.512 9.146
109 H -12.700 6.996 8.837
110 H -9.722 8.170 13.636
111 H -9.665 9.497 12.708
112 C -6.413 10.939 14.172
113 C -7.089 10.244 15.329
114 C -8.319 10.961 15.858
115 O -8.073 12.280 16.356
116 C -9.220 12.908 16.767
117 N -7.358 8.849 14.937
118 H -6.014 11.869 14.575
119 H -7.178 11.195 13.438
120 H -5.633 10.383 13.653
121 H -6.368 10.299 16.144
122 H -8.628 10.404 16.743
123 H -9.190 10.790 15.226
124 H -9.635 12.235 17.516
125 H -9.898 13.076 15.930
126 H -9.160 13.856 17.303
127 H -7.904 8.951 14.093
128 H -6.532 8.460 14.506
129 C -13.559 10.109 6.943
130 C -13.203 11.558 6.811
131 C -12.878 12.349 8.188
132 O -13.900 12.296 9.191
133 C -15.147 12.852 8.848
134 N -12.087 11.567 5.875
135 H -12.708 9.506 7.259
136 H -13.983 9.836 5.976
137 H -14.389 9.980 7.638
138 H -13.986 12.174 6.368
139 H -12.839 13.424 8.010
140 H -11.941 12.115 8.692
141 H -15.013 13.821 8.367
142 H -15.868 12.972 9.657
143 H -15.675 12.291 8.077
144 H -11.433 10.892 6.245
145 H -11.682 12.491 5.908


net charge of number 1 (C23H37AsCoNO4S)? +1


Number 4 is which compound? C9H23INO9P2S3